# C39H34BrF4IN4O4PPtS2

A molecular structure, C39H34BrF4IN4O4PPtS2 (ωB97M-V/def2-TZVPD, the OMol25 dataset).

Structure (ORCA input):
```
! wB97M-V def2-TZVPD RIJCOSX def2/J DEFGRID3
* xyz 1 1
Pt 0.554 -0.333 -1.288
F 3.201 5.788 -5.053
C 2.691 4.902 -4.217
C 2.235 5.297 -2.974
F 2.307 6.567 -2.605
C 1.701 4.349 -2.121
F 1.280 4.798 -0.936
C 1.606 2.995 -2.448
P 0.794 1.906 -1.201
C 1.735 2.259 0.306
C 3.091 2.560 0.244
C 3.818 2.748 1.411
C 3.195 2.635 2.645
C 1.845 2.317 2.715
C 1.118 2.121 1.550
C -0.792 2.796 -1.041
C -1.115 3.653 0.009
C -2.312 4.351 -0.001
C -3.184 4.228 -1.072
C -2.847 3.411 -2.141
C -1.662 2.693 -2.125
C 2.097 2.620 -3.701
Br 2.153 0.848 -4.302
C 2.618 3.565 -4.571
F 3.076 3.217 -5.767
H 3.590 2.642 -0.715
H 4.872 2.987 1.354
H 3.762 2.793 3.553
H 1.360 2.210 3.676
H 0.074 1.839 1.612
H -0.431 3.807 0.831
H -2.550 5.012 0.821
H -4.110 4.788 -1.085
H -3.497 3.345 -3.000
H -1.387 2.093 -2.985
C -0.559 -1.236 6.192
C 0.090 -2.058 5.114
C 0.123 -1.612 3.796
C 0.695 -2.380 2.793
C 1.241 -3.615 3.115
C 1.213 -4.086 4.421
C 0.644 -3.303 5.411
S 1.927 -4.626 1.840
O 2.228 -3.756 0.740
O 2.925 -5.474 2.417
N 0.726 -5.614 1.329
C -0.542 -5.030 0.885
C -0.511 -4.506 -0.567
C -0.931 -3.052 -0.630
O -2.139 -2.800 -0.786
O -0.027 -2.173 -0.430
H -0.560 -0.176 5.937
H -0.046 -1.360 7.145
H -1.596 -1.543 6.335
H -0.317 -0.652 3.548
H 0.698 -2.049 1.763
H 1.657 -5.044 4.659
H 0.633 -3.661 6.433
H 0.642 -6.424 1.927
H -0.862 -4.236 1.570
H -1.278 -5.826 0.975
H -1.213 -5.074 -1.174
H 0.490 -4.617 -0.978
I 2.370 -2.453 -2.870
C 3.116 -1.732 -1.058
C 4.320 -2.240 -0.611
C 4.760 -1.904 0.655
C 3.967 -1.082 1.434
C 2.795 -0.587 0.902
N 2.379 -0.866 -0.341
H 4.874 -2.921 -1.240
H 5.686 -2.312 1.037
H 4.236 -0.820 2.446
H 2.159 0.053 1.486
C -5.161 -1.342 -0.323
C -4.594 -0.623 -1.498
C -5.320 0.132 -2.394
C -4.646 0.713 -3.465
N -3.324 0.581 -3.627
C -2.658 -0.152 -2.754
S -0.977 -0.540 -3.035
N -3.277 -0.748 -1.715
C -5.368 1.534 -4.484
H -6.246 -1.299 -0.329
H -4.794 -0.889 0.600
H -4.831 -2.381 -0.329
H -6.388 0.237 -2.281
H -2.700 -1.452 -1.143
H -6.428 1.294 -4.516
H -4.918 1.383 -5.463
H -5.269 2.593 -4.240
*
```

Relative energy (zero: lowest compared OMol25 entry of this formula, charge and spin) (kJ/mol): 11.2
Kohn-Sham gap (eV): 7.73